[1]
Below is the molecule C5H8O, with properties calculated with ωB97M-V/def2-TZVPD.

XYZ file:
```
14
C5H8O ωB97M-V/def2-TZVPD
C 0.66508 0.10483 0.81787
O -0.45152 0.01529 1.70925
H 0.16806 2.18110 0.44085
H -2.09708 -1.78065 -2.22344
H -0.64371 -0.92123 1.84267
H 1.52434 -0.43462 1.24942
H 1.28242 1.91920 1.78989
C -0.84127 -0.56067 -1.00717
H -1.68442 -0.07861 -0.50377
H 1.87645 1.78888 0.10981
C 0.51903 -0.34485 -0.59073
H -0.26592 -2.00310 -2.45069
C -1.08390 -1.48341 -1.95875
C 1.03244 1.59783 0.77480
```

## Properties
Kohn-Sham gap, Eh: 0.283
Charge: 0
HOMO level, eV: -8.31
Largest force on an atom, hartree/bohr: 0.00767
Lowest unoccupied orbital energy, eV: -0.6
Energy relative to the best compared isomer or geometry (same formula, charge and spin), kJ/mol: 408.4

[2]
Below is the molecule C3H7NO2 in a non-equilibrium geometry, with properties calculated with ωB97M-V/def2-TZVPD.

XYZ file:
```
13
C3H7NO2 ωB97M-V/def2-TZVPD
C -1.14463 0.42523 -0.69622
O -2.31452 0.11740 0.13373
C 0.85022 -0.88344 0.11760
H 1.07550 1.01950 1.11322
H -2.10318 0.27735 1.06231
N -0.33745 -0.73661 -0.53894
H -1.10257 -1.47689 -0.33140
C 1.62548 0.38235 0.42241
O 1.23686 -1.98490 0.44343
H -1.56325 0.47928 -1.70404
H 2.56866 0.09846 0.87859
H -0.61367 1.34067 -0.40986
H 1.82255 0.94159 -0.49082
```

## Properties
Kohn-Sham gap, Eh: 0.385
SMILES: CC(=O)NCO
Charge: 0
HOMO level, eV: -9.82
Largest force on an atom, hartree/bohr: 0.05248
Lowest unoccupied orbital energy, eV: 0.7
Energy relative to the best compared isomer or geometry (same formula, charge and spin), kJ/mol: 116.4